DFT (ωB97M-V/def2-TZVPD) results for an isolated ion of composition C5H12NO and charge -1.

- ΔE to the lowest compared entry with this formula, charge and spin (kcal per mole) = 34.6
- E_HOMO (eV) = -2.02
- SMILES string = CN[C@@H](C)CC[O-]
- charge = -1
- lowest unoccupied orbital energy (eV) = 3.6
- orbital gap (eV) = 5.6

Cartesian coordinates (Å):
C 1.090 -0.536 1.938
N -0.164 -0.403 1.102
C -0.217 0.628 0.000
C -0.512 0.018 -1.356
C -1.812 -0.978 -1.268
O -2.873 -0.722 -2.056
C 1.055 1.473 -0.055
H 1.137 -1.602 2.140
H 2.011 -0.198 1.444
H 0.914 0.068 2.830
H -0.025 -1.252 0.565
H -1.049 1.276 0.303
H 0.322 -0.641 -1.664
H -0.667 0.776 -2.119
H -2.128 -0.917 -0.226
H -1.325 -1.983 -1.312
H 1.922 0.917 -0.449
H 0.913 2.295 -0.755
H 1.408 1.780 0.938

Mulliken population analysis, charges in e, atoms 1 to 6: -0.931, -0.397, 0.587, -0.782, -0.392, -0.914

DFT (ωB97M-V/def2-TZVPD) results for C41H38Cl6N4O3S4Ti as an isolated structure.

- ΔE to the lowest compared entry with this formula, charge and spin (kcal per mole) = 31.4
- E_HOMO (eV) = -11.66
- charge = +2
- lowest unoccupied orbital energy (eV) = -6.1
- orbital gap (eV) = 5.6

Cartesian coordinates (Å):
Ti -0.451 -0.222 -1.022
C -3.960 -13.207 0.566
O -4.718 -12.034 0.788
C -4.117 -10.849 0.892
C -2.733 -10.635 0.892
C -2.228 -9.355 0.952
C -3.078 -8.245 0.990
C -4.466 -8.467 1.029
C -4.973 -9.737 0.986
C -2.604 -6.894 0.900
N -3.398 -5.859 0.673
C -2.601 -4.797 0.491
C -1.246 -5.168 0.632
N -1.283 -6.504 0.910
C -0.184 -4.264 0.420
C 1.189 -4.544 0.542
C 2.103 -3.554 0.270
C 1.660 -2.285 -0.125
N 0.380 -1.995 -0.266
C -0.540 -2.948 -0.003
C -1.913 -2.580 -0.188
N -2.149 -1.342 -0.672
C -3.405 -0.948 -0.828
C -4.501 -1.756 -0.523
C -4.284 -3.039 -0.065
C -2.966 -3.480 0.103
H -4.692 -13.999 0.414
H -3.334 -13.446 1.429
H -3.339 -13.116 -0.329
H -2.050 -11.468 0.848
H -1.155 -9.227 0.945
H -5.118 -7.612 1.086
H -6.035 -9.917 1.013
H -0.497 -7.108 1.078
H 1.515 -5.526 0.848
H 3.161 -3.751 0.339
H 2.363 -1.480 -0.315
H -3.552 0.058 -1.212
H -5.499 -1.374 -0.658
H -5.091 -3.714 0.171
Cl -4.753 5.090 1.920
C -3.711 3.883 1.306
C -2.886 4.163 0.207
Cl -2.910 5.705 -0.528
C -2.051 3.166 -0.280
Cl -1.010 3.348 -1.629
C -1.997 1.901 0.320
O -1.157 1.000 -0.131
C -2.857 1.625 1.391
Cl -2.817 0.032 2.027
C -3.703 2.609 1.890
Cl -4.720 2.259 3.220
C 2.606 -1.761 3.672
C 1.249 -1.142 3.984
S 0.362 -0.466 2.525
C 0.682 1.325 2.665
C 2.152 1.674 2.611
S 2.934 0.870 1.164
C 4.668 0.729 1.736
C 4.946 -0.540 2.518
S 4.025 -0.667 4.098
H 2.681 -2.032 2.621
H 2.746 -2.653 4.281
H 1.342 -0.339 4.715
H 0.578 -1.903 4.383
H 0.236 1.687 3.593
H 0.152 1.753 1.810
H 2.677 1.320 3.497
H 2.281 2.754 2.512
H 4.886 1.618 2.323
H 5.271 0.736 0.826
H 5.999 -0.566 2.800
H 4.709 -1.422 1.928
C 1.723 6.500 -4.248
C 1.932 5.144 -3.671
C 1.078 4.096 -4.007
C 1.272 2.828 -3.498
C 2.316 2.602 -2.616
C 3.178 3.631 -2.263
C 2.992 4.890 -2.801
S 2.595 0.987 -1.888
C 3.019 0.105 -3.432
O 1.193 0.456 -1.548
H 0.706 6.617 -4.610
H 2.393 6.645 -5.095
H 1.935 7.276 -3.518
H 0.248 4.275 -4.673
H 0.604 2.024 -3.773
H 3.991 3.443 -1.580
H 3.671 5.686 -2.538
H 2.177 0.086 -4.113
H 3.318 -0.909 -3.188
H 3.858 0.627 -3.878
Cl -0.200 -1.652 -3.118
C -1.162 -0.164 -2.968
H -0.804 0.544 -3.717
H -2.192 -0.438 -3.215

Mulliken population analysis, charges in e, atoms 1 to 6: -0.047, -0.845, -0.440, 0.800, -0.536, -0.789

DFT (ωB97M-V/def2-TZVPD) results for an isolated ion of composition C4H11N2O and charge +1.

- ΔE to the lowest compared entry with this formula, charge and spin (kcal per mole) = 68.6
- E_HOMO (eV) = -13.72
- SMILES string = CNC(=O)C[NH2+]C
- charge = +1
- lowest unoccupied orbital energy (eV) = -3.4
- orbital gap (eV) = 10.3

Cartesian coordinates (Å):
O -0.134 1.687 -0.277
C 0.416 0.540 -0.323
N 1.638 0.362 -0.864
C 2.736 -0.655 -0.619
C -0.498 -0.683 -0.065
N -1.815 -0.172 0.280
C -2.121 -0.668 1.710
H 1.962 1.166 -1.503
H 2.799 -0.531 0.500
H 2.233 -1.572 -0.996
H 3.702 -0.510 -1.233
H -0.679 -1.210 -1.146
H -0.079 -1.259 0.679
H -2.317 -0.698 -0.351
H -1.888 0.771 0.003
H -3.034 -0.176 2.039
H -1.257 -0.273 2.387
H -2.334 -1.738 1.693

Mulliken population analysis, charges in e, atoms 1 to 6: -0.665, 0.575, -0.216, -0.681, -0.755, -0.012

DFT (ωB97M-V/def2-TZVPD) results for a single C5H9NO molecule.

- ΔE to the lowest compared entry with this formula, charge and spin (kcal per mole) = 36.4
- E_HOMO (eV) = -9.74
- SMILES string = C=CCCNC=O
- charge = 0
- lowest unoccupied orbital energy (eV) = 0.9
- orbital gap (eV) = 10.6

Cartesian coordinates (Å):
O -2.383 1.241 -2.073
C -1.325 1.306 -1.485
N -0.887 0.409 -0.572
C 0.509 0.386 -0.103
C 1.066 -1.022 0.099
C 1.752 -1.299 1.413
C 1.157 -1.106 2.583
H -0.660 2.172 -1.629
H -1.330 -0.495 -0.524
H 1.150 0.978 -0.754
H 0.530 0.878 0.861
H 1.734 -1.248 -0.740
H 0.354 -1.832 -0.072
H 2.762 -1.688 1.405
H 0.171 -0.666 2.636
H 1.586 -1.449 3.521

Mulliken population analysis, charges in e, atoms 1 to 6: -0.554, 0.034, -0.138, -0.519, -0.615, -0.227

DFT (ωB97M-V/def2-TZVPD) results for a 2-piece molecular cluster, C3H11N3 overall.

- ΔE to the lowest compared entry with this formula, charge and spin (kcal per mole) = 54.5
- E_HOMO (eV) = -8.52
- SMILES string = C=CN.NCN
- charge = 0
- lowest unoccupied orbital energy (eV) = 1.2
- orbital gap (eV) = 9.7

Cartesian coordinates (Å):
C -3.035 -1.316 0.931
C -2.301 -1.134 -0.166
N -2.738 -0.301 -1.259
H -4.071 -1.120 1.143
H -2.420 -1.455 1.813
H -1.260 -1.427 -0.257
H -3.579 0.133 -0.890
H -3.045 -0.839 -2.064
N 3.199 1.563 -0.366
C 1.935 0.979 0.034
N 2.114 -0.401 0.498
H 3.896 1.845 0.301
H 3.494 1.993 -1.220
H 1.144 0.885 -0.715
H 1.510 1.757 0.694
H 2.938 -0.730 0.019
H 2.218 -0.431 1.503

Mulliken population analysis, charges in e, atoms 1 to 6: -0.756, -0.034, -0.536, 0.295, 0.203, 0.334

DFT (ωB97M-V/def2-TZVPD) results for a 2-piece molecular cluster, C3H3F2O3 overall.

- ΔE to the lowest compared entry with this formula, charge and spin (kcal per mole) = 35.3
- E_HOMO (eV) = -3.19
- charge = -1
- lowest unoccupied orbital energy (eV) = 4.0
- orbital gap (eV) = 7.2

Cartesian coordinates (Å):
C 3.056 0.733 0.301
C 1.054 -0.427 -0.243
C 0.154 -0.146 0.940
O 3.503 1.194 -0.678
O 3.115 0.470 1.449
O 0.846 -0.760 2.033
F 0.430 -0.029 -1.454
F -1.136 -0.680 0.966
H 1.275 -1.553 -0.479
H 0.102 0.908 1.121
H 1.684 -0.223 2.055

Mulliken population analysis, charges in e, atoms 1 to 6: 0.621, -0.471, 0.315, -0.441, -0.529, -0.578

DFT (ωB97M-V/def2-TZVPD) results for C4H6O2 as an isolated structure.

- ΔE to the lowest compared entry with this formula, charge and spin (kcal per mole) = 93.7
- E_HOMO (eV) = -9.28
- charge = 0
- lowest unoccupied orbital energy (eV) = 0.3
- orbital gap (eV) = 9.6

Cartesian coordinates (Å):
O 2.578 1.450 -0.003
C 1.601 0.870 -0.173
C 0.505 -1.114 -0.496
C -0.593 -0.982 0.326
C -0.955 1.055 0.182
O 0.058 1.696 0.568
H 0.350 -1.172 -1.573
H 1.480 -1.432 -0.153
H -1.561 -1.306 -0.052
H -0.452 -1.093 1.400
H -1.804 0.971 0.868
H -1.208 1.057 -0.892

Mulliken population analysis, charges in e, atoms 1 to 6: -0.270, 0.217, -0.515, -0.682, -0.294, -0.440

DFT (ωB97M-V/def2-TZVPD) results for C25H55CrN4O27 as an isolated structure.

- E_HOMO (alpha / beta) (eV) = -5.19 / -7.29
- charge = 0
- spin multiplicity = 6
- lowest unoccupied orbital energy (alpha / beta) (eV) = 0.2 / 0.2
- orbital gap (alpha / beta) (eV) = 5.4 / 7.5

Cartesian coordinates (Å):
Cr -2.665 1.250 -1.673
C 0.708 -1.166 -0.261
C -0.169 0.024 0.269
C 0.532 1.340 0.238
O -1.424 0.075 -0.406
H 1.552 -1.315 0.412
H 1.153 -0.956 -1.234
H 0.081 -2.044 -0.422
H -0.437 -0.251 1.289
H 0.670 1.619 -0.806
H 1.544 1.227 0.625
H -0.043 2.189 0.608
C -2.874 -0.671 -5.944
O -2.790 -1.694 -4.956
C -2.782 -1.415 -3.721
O -2.717 -0.314 -3.125
O -3.288 -2.504 -3.122
C -3.505 -2.413 -1.703
H -1.947 -0.189 -6.254
H -3.483 0.186 -5.658
H -3.355 -1.098 -6.825
H -4.218 -3.234 -1.631
H -4.096 -1.598 -1.284
H -2.679 -2.657 -1.035
C 5.195 5.422 -0.379
O 5.027 4.817 0.921
C 3.759 4.543 1.306
O 2.744 5.028 0.832
O 3.712 3.623 2.189
C 2.540 3.071 2.674
H 6.210 5.337 -0.765
H 4.966 6.488 -0.389
H 4.537 4.999 -1.138
H 1.919 2.722 1.849
H 2.005 3.763 3.325
H 2.896 2.208 3.237
C 4.185 -5.523 6.131
O 3.384 -5.468 4.967
C 3.686 -4.730 3.907
O 4.408 -3.719 3.784
O 2.991 -5.221 2.958
C 3.179 -4.699 1.589
H 3.583 -5.602 7.036
H 4.961 -4.784 6.330
H 4.660 -6.502 6.201
H 2.689 -3.730 1.494
H 2.668 -5.527 1.097
H 4.212 -4.726 1.240
C -0.796 -8.011 1.778
O -1.076 -6.987 2.729
C -0.660 -5.722 2.389
O 0.141 -5.427 1.422
O -1.162 -4.811 3.207
C -0.909 -3.442 2.807
H -1.611 -8.734 1.804
H 0.141 -8.556 1.884
H -0.749 -7.616 0.763
H -1.676 -3.124 2.101
H 0.012 -3.259 2.252
H -1.011 -2.725 3.621
C 0.916 0.187 -3.946
O 0.614 1.421 -4.580
C -0.434 2.123 -4.122
O -1.038 2.016 -2.987
O -0.673 3.064 -5.040
C -1.732 4.047 -4.763
H 0.802 0.124 -2.863
H 1.931 -0.101 -4.220
H 0.263 -0.566 -4.387
H -2.362 3.850 -3.896
H -2.538 4.241 -5.471
H -1.193 4.992 -4.688
C -4.833 4.855 0.191
O -3.543 5.347 -0.173
C -2.546 4.509 -0.743
O -2.615 3.294 -0.878
O -1.400 5.405 -0.983
C -0.191 4.903 -1.562
H -5.493 4.640 -0.649
H -5.355 5.633 0.748
H -4.570 4.002 0.817
H 0.444 5.722 -1.901
H -0.404 4.370 -2.488
H 0.415 4.340 -0.852
C 4.618 1.070 -0.069
N 3.927 1.163 -1.411
O 3.685 0.166 -2.116
O 3.706 2.290 -1.807
H 5.269 1.944 -0.040
H 5.336 0.259 -0.191
H 3.927 1.107 0.773
C -2.040 5.765 2.887
N -1.943 4.297 3.140
O -2.088 3.507 2.242
O -1.848 4.016 4.281
H -3.066 6.132 2.846
H -1.613 5.945 1.901
H -1.568 6.374 3.657
C -0.544 -4.940 -2.474
N 0.851 -4.414 -3.004
O 1.831 -5.038 -2.768
O 0.864 -3.266 -3.515
H -1.357 -4.432 -2.992
H -0.629 -4.620 -1.436
H -0.621 -6.015 -2.640
C -3.335 0.093 2.654
N -4.160 -0.595 3.684
O -4.490 0.113 4.680
O -4.527 -1.744 3.503
H -3.372 1.174 2.518
H -3.505 -0.404 1.699
H -2.298 -0.133 2.900

Mulliken population analysis, charges in e, atoms 1 to 6: 0.232, -0.701, 1.084, -0.016, -0.342, 0.437

| no. | F_max (eV Å⁻¹) |
| --- | --- |
| 1 | 2.19 |
| 2 | 3.31 |
| 3 | 5.05 |
| 4 | 1.48 |
| 5 | 1.88 |
| 6 | 2.85 |
| 7 | 1.30 |
| 8 | 5.78 |